Arrangement A

C49H49GeHgN9Si | the ωB97M-V functional and the def2-TZVPD basis

Results
- spin multiplicity = 2
- ⟨S²⟩ = 0.759
- LUMO energy (spin up / spin down) (hartree) = 0.0534 / 0.0115
- orbital gap (spin up / spin down) (Eh) = 0.171 / 0.131
- net charge = -1

Element x y z (Å)
Hg (-1.1317, -0.8833, 0.1649)
C (-2.1681, -5.4901, -4.6669)
C (-0.7696, -5.5632, -4.6965)
C (0.0902, -5.0680, -3.7254)
C (-0.5858, -4.5777, -2.5832)
C (-0.1126, -3.9861, -1.3482)
N (-1.1600, -3.7247, -0.5023)
C (-2.2830, -3.9212, -1.2212)
N (-3.5501, -3.6137, -0.8165)
C (-3.8041, -3.0198, 0.3531)
C (-5.1843, -2.8400, 0.8660)
C (-6.3930, -3.4003, 0.4116)
C (-7.5423, -3.1074, 1.1043)
C (-7.4599, -2.4346, 2.3269)
C (-6.2468, -1.9261, 2.8133)
C (-5.0790, -2.1462, 2.0772)
C (-3.6873, -1.8205, 2.2654)
N (-3.2261, -1.0838, 3.2424)
C (-1.9307, -1.0053, 3.6201)
N (-0.9168, -1.6143, 2.9798)
C (0.2498, -1.1905, 3.5228)
N (1.4290, -1.4160, 3.0019)
C (1.6831, -2.2140, 1.9836)
N (0.8932, -2.4575, 0.8939)
C (1.5572, -3.3069, 0.0812)
N (1.1914, -3.8007, -1.0855)
C (2.9511, -3.4651, 0.5645)
C (3.9907, -4.2247, 0.0656)
C (5.2515, -4.1879, 0.7276)
C (5.3019, -3.7008, 2.0385)
C (4.1520, -3.0519, 2.6199)
C (3.0228, -2.8033, 1.8220)
C (-0.0007, -0.2883, 4.6562)
C (0.7500, 0.3231, 5.6524)
C (0.0496, 1.1313, 6.5300)
C (-1.3405, 1.3286, 6.4743)
C (-2.1144, 0.7145, 5.4939)
C (-1.4352, -0.1462, 4.6726)
N (-2.9403, -2.4329, 1.2444)
C (-1.9964, -4.5479, -2.5186)
C (-2.8009, -5.0432, -3.5374)
H (-2.7581, -5.8067, -5.5319)
H (-0.3526, -6.0544, -5.5741)
H (1.1336, -4.9828, -3.8801)
H (-6.4021, -3.9239, -0.5205)
H (-8.5064, -3.4724, 0.7004)
H (-8.4135, -2.2993, 2.8251)
H (-6.0895, -1.3139, 3.7404)
H (3.7950, -4.8564, -0.8170)
H (6.1417, -4.4818, 0.2093)
H (6.1472, -3.8703, 2.6922)
H (4.2531, -2.7030, 3.6361)
H (1.8446, 0.1583, 5.7837)
H (0.6196, 1.5770, 7.3203)
H (-1.7987, 2.0097, 7.2293)
H (-3.1941, 0.8890, 5.3895)
H (-3.9019, -4.9699, -3.3859)
C (6.1986, 3.8302, 1.0752)
C (5.1409, 3.7613, -0.0341)
C (3.8197, 2.9358, 0.2796)
C (2.7890, 3.2103, -0.8064)
Ge (1.0239, 2.3267, -0.7424)
C (-0.2131, 3.5130, 0.1601)
C (0.3660, 4.3619, 1.2750)
C (-0.6402, 5.3026, 2.0064)
C (-0.0882, 6.2091, 3.0364)
H (7.1839, 4.2598, 0.8233)
H (6.4199, 2.8243, 1.4182)
H (5.8471, 4.4233, 1.9728)
H (5.5979, 3.3035, -0.9147)
H (4.8985, 4.7883, -0.3218)
H (3.5341, 3.3913, 1.2577)
H (4.0637, 1.9002, 0.4456)
H (3.2279, 2.9708, -1.7840)
H (2.5485, 4.2935, -0.8462)
H (1.3387, 1.0806, 0.1152)
H (-0.9460, 2.8244, 0.5750)
H (-0.7848, 4.1544, -0.5270)
H (1.2657, 5.0142, 0.9447)
H (0.7723, 3.7095, 2.0757)
H (-1.3361, 4.6367, 2.4996)
H (-1.2198, 5.8102, 1.2479)
H (0.0198, 5.7303, 3.9959)
H (-0.7124, 7.0841, 3.1589)
H (0.9521, 6.6150, 2.8384)
C (-1.0878, 4.0317, -3.8578)
Si (-1.2952, 2.3398, -3.1122)
C (-1.7136, 1.1724, -4.4968)
C (-2.6625, 2.0369, -1.8170)
N (0.2972, 1.8865, -2.3836)
C (1.1543, 1.1529, -3.2373)
C (0.9534, -0.2461, -3.3882)
C (1.7743, -0.9617, -4.2152)
C (2.8156, -0.3834, -4.8933)
C (3.1337, 0.9778, -4.6961)
C (2.2828, 1.7293, -3.8859)
H (-0.1045, 4.0755, -4.3682)
H (-1.1911, 4.8365, -3.0887)
H (-1.8665, 4.1733, -4.5855)
H (-2.6669, 1.4511, -4.9939)
H (-1.9411, 0.1482, -4.0487)
H (-0.9237, 0.8961, -5.2224)
H (-3.1245, 2.9974, -1.5705)
H (-2.3362, 1.6037, -0.8577)
H (-3.4325, 1.3604, -2.2657)
H (0.0453, -0.7221, -2.9278)
H (1.6417, -2.0008, -4.2674)
H (3.4233, -1.0095, -5.5053)
H (4.0722, 1.4388, -5.0934)
H (2.4629, 2.8573, -3.8313)


Arrangement B

C49H49GeHgN9Si | the ωB97M-V functional and the def2-TZVPD basis

Results
- spin multiplicity = 2
- ⟨S²⟩ = 0.917
- LUMO energy (spin up / spin down) (hartree) = 0.0564 / 0.0497
- orbital gap (spin up / spin down) (Eh) = 0.169 / 0.190
- net charge = -1

Element x y z (Å)
Hg (-0.3342, -1.5500, -1.7834)
C (-2.8241, -1.5511, 4.8411)
C (-1.4636, -1.5475, 5.1037)
C (-0.4910, -1.3168, 4.1496)
C (-0.9239, -1.2673, 2.8348)
C (-0.4257, -1.9323, 1.7263)
N (-1.3368, -2.0790, 0.7072)
C (-2.4746, -1.3716, 1.0814)
N (-3.4720, -1.0093, 0.3287)
C (-3.4634, -0.5198, -0.9259)
C (-4.6486, 0.0726, -1.5542)
C (-5.9849, 0.0235, -1.1665)
C (-6.9352, 0.5418, -2.0554)
C (-6.5313, 1.1321, -3.2403)
C (-5.2037, 1.2716, -3.5626)
C (-4.2444, 0.6569, -2.7468)
C (-2.7931, 0.5042, -2.8142)
N (-1.9587, 1.2249, -3.5533)
C (-0.6202, 1.2960, -3.2485)
N (0.1510, 0.5356, -2.3652)
C (1.4722, 0.9844, -2.3736)
N (2.6050, 0.5842, -1.7760)
C (2.6124, -0.2728, -0.7838)
N (1.4598, -0.9119, -0.2672)
C (1.8847, -1.7215, 0.7073)
N (0.9100, -2.5997, 1.4999)
C (3.2770, -1.6512, 0.9616)
C (4.0780, -2.3484, 1.8604)
C (5.4453, -2.1305, 1.7851)
C (5.9672, -1.2230, 0.8253)
C (5.1181, -0.5573, -0.0790)
C (3.7625, -0.7822, -0.0676)
C (1.5311, 2.0546, -3.3417)
C (2.5464, 2.8703, -3.7907)
C (2.3164, 3.8982, -4.7115)
C (1.0540, 3.9936, -5.2773)
C (-0.0358, 3.2403, -4.7921)
C (0.2079, 2.2603, -3.8575)
N (-2.4105, -0.3172, -1.7534)
C (-2.3512, -0.8121, 2.4903)
C (-3.2929, -1.3283, 3.5461)
H (-3.5307, -1.7196, 5.6437)
H (-1.1002, -1.7557, 6.1205)
H (0.5526, -1.3083, 4.5027)
H (-6.2075, -0.4654, -0.2258)
H (-8.0083, 0.5317, -1.7993)
H (-7.3126, 1.4991, -3.9213)
H (-4.9054, 1.7560, -4.5090)
H (3.7229, -3.1042, 2.5343)
H (6.1955, -2.6499, 2.4136)
H (7.0079, -1.0442, 0.7587)
H (5.4939, 0.2432, -0.7548)
H (3.5560, 2.7809, -3.3679)
H (3.0977, 4.6462, -4.8950)
H (0.8163, 4.7384, -6.0460)
H (-1.0195, 3.2376, -5.2243)
H (-4.3863, -1.3306, 3.3161)
C (-3.5205, 6.2351, 4.0719)
C (-2.5227, 6.3766, 2.8922)
C (-1.6530, 5.1195, 2.7298)
C (-0.5732, 5.2816, 1.6524)
Ge (0.3524, 3.3527, 1.7077)
C (1.5432, 3.7426, 3.4344)
C (1.7099, 2.5821, 4.3700)
C (2.8848, 1.6224, 4.0917)
C (4.2308, 2.2094, 4.3896)
H (-4.1102, 7.1366, 4.1416)
H (-3.0300, 6.1533, 5.0507)
H (-4.2341, 5.3872, 3.9827)
H (-1.9352, 7.2731, 3.1404)
H (-3.0869, 6.5679, 1.9598)
H (-2.3068, 4.2515, 2.5243)
H (-1.1916, 4.8862, 3.6798)
H (0.1089, 6.0869, 1.9130)
H (-0.9623, 5.4070, 0.6221)
H (-2.3515, 0.2657, 2.4499)
H (1.0855, 4.5858, 3.9521)
H (2.5066, 4.1252, 2.9892)
H (0.7514, 2.0203, 4.3747)
H (1.7516, 2.9223, 5.4311)
H (2.7997, 1.2480, 3.0654)
H (2.6982, 0.6939, 4.6927)
H (4.5608, 2.8517, 3.5476)
H (5.0163, 1.4783, 4.5728)
H (4.2870, 2.8419, 5.2555)
C (0.6825, -4.0170, 0.9182)
Si (0.9523, -4.5833, -0.9695)
C (2.8095, -4.5566, -1.4118)
C (0.4956, -6.3529, -0.9596)
N (0.1221, -3.6971, -2.1627)
C (0.1498, -4.0371, -3.4750)
C (-0.9252, -3.5434, -4.3107)
C (-0.8791, -3.5142, -5.6901)
C (0.0419, -4.3154, -6.3832)
C (1.0089, -4.9734, -5.5595)
C (1.0551, -4.8890, -4.2060)
H (1.3344, -4.7360, 1.4317)
H (-0.3605, -4.2745, 1.2095)
H (1.3838, -2.6366, 2.4275)
H (3.0085, -4.2734, -2.5195)
H (3.3447, -5.4935, -1.1554)
H (3.2139, -3.7044, -0.8242)
H (1.0184, -6.8197, -0.1502)
H (0.8444, -6.8114, -1.8917)
H (-0.5737, -6.4997, -0.8781)
H (-1.8084, -3.1629, -3.7517)
H (-1.6152, -2.9415, -6.2721)
H (0.1057, -4.3381, -7.4913)
H (1.7967, -5.5150, -6.0900)
H (1.8328, -5.4181, -3.6269)


Most stable: arrangement A (next structure +408.0 kJ/mol)


Arrangement A

C28H62N11Ti | the ωB97M-V functional and the def2-TZVPD basis

Results
- spin multiplicity = 2
- ⟨S²⟩ = 0.755
- LUMO energy (spin up / spin down) (hartree) = -0.1650 / -0.1622
- orbital gap (spin up / spin down) (Eh) = 0.303 / 0.324
- net charge = +2

Element x y z (Å)
Ti (0.0612, -0.0559, -0.0565)
N (-0.7827, 1.8945, 1.5530)
C (-2.2479, 2.0512, 1.6040)
C (-2.8704, 0.7294, 1.2243)
N (-2.3019, 0.2289, -0.0444)
C (-2.8439, 0.8749, -1.2528)
C (-1.9882, 2.0553, -1.6832)
N (-0.5560, 1.6999, -1.6040)
H (-0.3381, 2.8047, 1.5262)
H (-0.4753, 1.4734, 2.4239)
H (-2.6125, 2.3539, 2.5857)
H (-2.5485, 2.8305, 0.9081)
H (-2.6369, -0.0055, 1.9960)
H (-3.9567, 0.8202, 1.1627)
H (-2.5179, -0.7575, -0.0873)
H (-2.8653, 0.1279, -2.0464)
H (-3.8751, 1.1979, -1.1005)
H (-2.2785, 2.3625, -2.6880)
H (-2.1594, 2.9108, -1.0378)
H (-0.2597, 1.2159, -2.4453)
H (-0.0016, 2.5474, -1.5891)
C (3.6577, -1.4429, 2.7559)
N (3.7728, -0.0613, 2.3158)
C (4.8667, 0.6769, 2.9532)
C (2.8508, 0.5501, 1.5457)
N (1.5597, 0.1679, 1.4886)
C (0.9487, -0.2387, 2.7124)
C (1.2638, 0.3677, 3.9343)
C (0.5673, 0.0737, 5.0932)
C (-0.5004, -0.8168, 5.0433)
C (-0.8309, -1.4066, 3.8378)
C (-0.1056, -1.1534, 2.6723)
N (-0.4920, -1.6926, 1.3995)
C (-0.9313, -2.9423, 1.3557)
N (-1.8835, -3.2836, 0.3953)
C (-3.2541, -2.8056, 0.5984)
C (-1.7981, -4.5813, -0.2831)
N (-0.4701, -3.9079, 2.1550)
C (0.8622, -3.8584, 2.7450)
C (-1.3086, -5.0126, 2.6243)
N (3.2546, 1.6339, 0.8619)
C (2.3148, 2.7048, 0.5510)
C (4.5589, 1.6969, 0.1966)
H (3.3220, -1.4989, 3.7928)
H (4.6344, -1.9186, 2.6720)
H (2.9613, -1.9673, 2.1226)
H (4.9203, 0.3663, 3.9968)
H (4.6726, 1.7451, 2.9219)
H (5.8288, 0.4707, 2.4856)
H (2.0611, 1.1038, 3.9641)
H (0.8367, 0.5587, 6.0234)
H (-1.0808, -1.0344, 5.9309)
H (-1.6802, -2.0835, 3.7934)
H (-3.2649, -1.9777, 1.3064)
H (-3.8906, -3.5993, 0.9987)
H (-3.7057, -2.4775, -0.3434)
H (-2.3232, -5.3848, 0.2354)
H (-0.7553, -4.8669, -0.4195)
H (-2.2557, -4.4806, -1.2688)
H (1.5057, -3.2510, 2.1223)
H (1.2555, -4.8738, 2.7707)
H (0.8497, -3.4533, 3.7573)
H (-2.3500, -4.8447, 2.3705)
H (-1.2314, -5.0590, 3.7105)
H (-0.9782, -5.9666, 2.2147)
H (1.8173, 3.0553, 1.4537)
H (1.5680, 2.3966, -0.1741)
H (2.8797, 3.5350, 0.1355)
H (5.0536, 0.7322, 0.2522)
H (5.2042, 2.4595, 0.6325)
H (4.3998, 1.9305, -0.8565)
C (-1.0841, -1.5602, -5.4788)
C (-1.2164, -2.1941, -4.1016)
C (-0.3413, -3.4370, -4.0157)
C (-2.6834, -2.5463, -3.8305)
N (-0.7116, -1.1569, -3.1558)
N (-0.7754, -1.5255, -1.7699)
H (-1.3981, -2.2625, -6.2522)
H (-0.0488, -1.2714, -5.6675)
H (-1.7153, -0.6695, -5.5664)
H (-0.6577, -4.1551, -4.7744)
H (-0.4227, -3.9410, -3.0466)
H (0.7077, -3.1923, -4.2006)
H (-3.0444, -3.2795, -4.5542)
H (-3.3215, -1.6604, -3.9144)
H (-2.8333, -2.9915, -2.8399)
H (-1.3232, -0.3556, -3.2585)
H (-0.0645, -2.2397, -1.6379)
H (-1.6533, -1.9958, -1.5672)
C (2.6773, -2.4409, -0.6305)
C (2.3383, -1.5439, -1.8176)
C (3.5843, -1.3438, -2.6747)
C (1.6943, -0.1929, -1.4374)
H (3.0073, -3.4315, -0.9564)
H (1.8235, -2.5746, 0.0419)
H (3.4929, -2.0012, -0.0474)
H (1.6210, -2.0825, -2.4487)
H (4.3575, -0.8213, -2.1003)
H (3.3618, -0.7429, -3.5596)
H (4.0050, -2.2973, -3.0100)
H (1.3567, 0.2361, -2.3841)
H (2.4869, 0.4718, -1.0799)


Arrangement B

C28H62N11Ti | the ωB97M-V functional and the def2-TZVPD basis

Results
- spin multiplicity = 2
- ⟨S²⟩ = 0.754
- LUMO energy (spin up / spin down) (hartree) = -0.1702 / -0.1675
- orbital gap (spin up / spin down) (Eh) = 0.294 / 0.322
- net charge = +2

Element x y z (Å)
Ti (0.0737, -0.8551, -0.0886)
N (-0.0343, -0.5453, 2.3458)
C (-0.6481, -1.7745, 2.8434)
C (-1.9487, -1.9738, 2.0690)
N (-1.7347, -1.8434, 0.6158)
C (-2.0020, -3.0925, -0.1027)
C (-0.7039, -3.8947, -0.0880)
N (0.3331, -2.9966, -0.6047)
H (-0.6566, 0.2331, 2.5719)
H (0.8431, -0.3666, 2.8320)
H (0.0481, -2.6022, 2.6719)
H (-0.8686, -1.7377, 3.9196)
H (-2.3652, -2.9549, 2.3143)
H (-2.6736, -1.2167, 2.3914)
H (-2.3978, -1.1117, 0.2922)
H (-2.8191, -3.6599, 0.3580)
H (-2.2888, -2.8683, -1.1354)
H (-0.4657, -4.1776, 0.9434)
H (-0.7935, -4.8145, -0.6820)
H (1.2614, -3.3757, -0.4073)
H (0.2450, -2.9698, -1.6220)
C (3.8152, -4.0513, -0.5387)
N (3.0903, -3.0839, 0.2669)
C (2.7670, -3.5426, 1.6098)
C (3.2088, -1.7246, 0.0471)
N (2.1539, -0.9469, 0.2939)
C (2.3938, 0.2863, 0.9264)
C (3.4288, 0.4088, 1.8620)
C (3.5704, 1.5384, 2.6463)
C (2.6757, 2.5877, 2.5085)
C (1.6552, 2.4955, 1.5814)
C (1.4927, 1.3623, 0.7792)
N (0.3641, 1.2659, -0.0611)
C (0.0616, 2.3393, -0.7790)
N (0.9841, 3.1976, -1.2705)
C (0.7132, 4.5727, -1.6385)
C (2.3652, 2.8377, -1.4716)
N (-1.2844, 2.5737, -1.0819)
C (-2.0374, 3.3516, -0.1075)
C (-1.6180, 2.9064, -2.4604)
N (4.3634, -1.2559, -0.4780)
C (5.6637, -1.7803, -0.1181)
C (4.3998, -0.0854, -1.3207)
H (4.7873, -4.3262, -0.1281)
H (3.9463, -3.6615, -1.5453)
H (3.2190, -4.9637, -0.5935)
H (3.6768, -3.7784, 2.1720)
H (2.1653, -4.4511, 1.5633)
H (2.2199, -2.7613, 2.1354)
H (4.1066, -0.4227, 2.0033)
H (4.3571, 1.5950, 3.3816)
H (2.7607, 3.4660, 3.1271)
H (0.9399, 3.2999, 1.4834)
H (-0.2340, 4.9164, -1.2465)
H (0.7255, 4.6956, -2.7244)
H (1.4983, 5.2015, -1.2154)
H (2.4587, 1.7565, -1.4989)
H (3.0049, 3.2370, -0.6805)
H (2.6952, 3.2487, -2.4262)
H (-1.7095, 3.0940, 0.8998)
H (-3.1026, 3.1484, -0.2252)
H (-1.9110, 4.4359, -0.2367)
H (-0.8599, 2.5008, -3.1240)
H (-1.7155, 3.9768, -2.6495)
H (-2.5742, 2.4407, -2.6978)
H (5.5975, -2.3898, 0.7775)
H (6.3226, -0.9371, 0.0948)
H (6.1059, -2.3628, -0.9272)
H (3.4270, 0.0436, -1.7911)
H (5.1445, -0.2415, -2.1026)
H (4.6669, 0.8159, -0.7614)
C (-6.1047, 0.3836, 2.8754)
C (-5.1313, 1.0849, 1.9292)
C (-4.2646, 2.0548, 2.7369)
C (-5.9166, 1.8364, 0.8487)
N (-4.2713, 0.0205, 1.3704)
N (-3.3369, 0.3823, 0.3505)
H (-6.7674, 1.1112, 3.3331)
H (-5.5624, -0.1300, 3.6623)
H (-6.7160, -0.3434, 2.3461)
H (-4.9034, 2.6962, 3.3364)
H (-3.6662, 2.6950, 2.0936)
H (-3.6100, 1.4987, 3.4036)
H (-6.6221, 2.5209, 1.3097)
H (-6.4769, 1.1418, 0.2236)
H (-5.2576, 2.4282, 0.2128)
H (-4.8738, -0.6967, 0.9708)
H (-2.6762, 1.0440, 0.7523)
H (-3.7797, 0.8324, -0.4533)
C (-0.2512, -0.1614, -4.5198)
C (0.4256, -0.3212, -3.1510)
C (1.5144, -1.3919, -3.2821)
C (-0.5987, -0.6888, -2.0729)
H (0.4657, 0.1369, -5.2813)
H (-1.0430, 0.5823, -4.4885)
H (-0.6902, -1.1095, -4.8262)
H (0.9019, 0.6345, -2.8904)
H (1.0808, -2.3105, -3.6767)
H (1.9856, -1.5995, -2.3177)
H (2.2772, -1.0693, -3.9856)
H (-1.1149, -1.5886, -2.4520)
H (-1.3685, 0.1000, -2.0549)


Most stable: arrangement A (next structure +49.0 kJ/mol)


Arrangement A

C5H13NS | the ωB97M-V functional and the def2-TZVPD basis

Results
- spin multiplicity = 1
- structure (SMILES) = CN(C)CCCS
- LUMO energy (hartree) = 0.0339
- orbital gap (Eh) = 0.324
- net charge = 0

Element x y z (Å)
C (0.0788, -0.4258, 0.4580)
C (-0.9137, -1.3992, -0.0978)
S (-1.5357, -2.6498, 1.0859)
C (0.9650, 0.3175, -0.4386)
N (0.7614, 1.7039, -0.5983)
C (1.0407, 2.1903, -2.0035)
C (0.9264, 2.7582, 0.5436)
H (-0.4164, 0.4002, 1.0489)
H (0.5966, -1.0298, 1.2664)
H (-0.4383, -1.8908, -1.0042)
H (-1.7396, -0.8315, -0.4736)
H (-0.2364, -2.8565, 1.4999)
H (1.9521, 0.3780, -0.1784)
H (0.9071, -0.1810, -1.4264)
H (0.8847, 1.1934, -2.6034)
H (2.0389, 2.5698, -2.2444)
H (0.2247, 2.9289, -2.3095)
H (1.7982, 3.5144, 0.3380)
H (1.1497, 2.3195, 1.5429)
H (-0.0628, 3.3093, 0.5876)


Arrangement B

C5H13NS | the ωB97M-V functional and the def2-TZVPD basis

Results
- spin multiplicity = 1
- LUMO energy (spin up / spin down) (hartree) = -0.0645 / -0.0649
- orbital gap (spin up / spin down) (Eh) = 0.199 / 0.196
- net charge = 0

Element x y z (Å)
C (-0.3920, -0.6941, 1.7635)
C (-0.3023, -1.8661, -0.6588)
C (2.3607, 0.0821, 0.3176)
C (1.4412, 0.6028, -0.7807)
C (-0.0495, 0.9531, -0.4389)
N (-3.2535, 1.1220, -0.1695)
S (-0.9174, -0.5075, 0.1380)
H (-0.6974, 0.2302, 2.1991)
H (-0.7610, -1.5260, 2.3660)
H (-0.6915, -2.3369, -1.5503)
H (-0.2474, -2.6591, 0.1739)
H (2.4902, 0.7736, 1.2004)
H (1.9964, -0.8273, 0.7101)
H (3.4748, -0.2281, -0.1099)
H (1.4816, 0.0145, -1.6164)
H (1.9679, 1.5154, -1.0668)
H (-0.2074, 1.6487, 0.4561)
H (-0.6433, 1.2698, -1.3873)
H (-2.9251, 1.6819, -0.9572)
H (-4.1250, 0.7510, -0.5891)


Most stable: arrangement A (next structure +568.7 kJ/mol)